1.
A cluster of 7 separate species, C57H121F3N5O6S in total in a non-equilibrium geometry, computed with the ωB97M-V functional and the def2-TZVPD basis.

Geometry as XYZ:
```
193
C57H121F3N5O6S (the ωB97M-V functional and the def2-TZVPD basis)
S 2.014 -3.038 -2.494
F 4.471 -3.479 -1.214
F 3.638 -1.525 -1.022
F 2.743 -3.123 0.108
O 0.915 -2.088 -2.021
O 0.546 1.808 1.212
O 0.865 0.426 -0.531
O 1.626 -4.427 -2.431
O 2.736 -2.717 -3.684
O -0.526 -0.230 1.142
N 2.965 3.142 -2.142
N 1.263 -0.676 4.368
N -0.411 4.777 2.949
N -2.415 0.402 -2.615
N -2.010 -6.190 -2.739
C 2.577 5.482 -1.363
C 4.033 2.480 0.103
C -5.829 -6.179 -1.807
C -2.485 -1.253 4.839
C -1.873 1.646 -1.925
C -0.635 5.844 4.021
C -1.259 5.074 1.665
C 3.661 1.900 -5.906
C 1.609 -0.047 6.882
C 2.946 -1.505 2.784
C 1.565 3.349 -1.467
C -0.571 -4.342 0.433
C 1.058 4.553 2.569
C -6.944 -6.933 -1.029
C -4.546 -1.884 -0.269
C 0.251 0.685 0.701
C -0.984 -1.320 5.059
C -3.969 -0.529 -0.702
C 1.834 -1.060 5.679
C -1.337 -1.395 -4.275
C -3.587 0.899 -3.481
C 2.009 0.507 3.853
C -2.223 -7.626 -4.626
C 0.004 7.240 3.818
C -1.434 -5.346 -3.792
C -4.425 -6.805 -1.755
C -1.347 -4.631 -0.857
C 0.000 7.950 5.178
C -1.803 -7.651 -3.180
C -2.153 3.049 2.576
C 3.918 2.526 -4.488
C -1.985 2.768 -2.975
C 3.315 -2.806 -1.091
C 2.162 -0.651 8.153
C 4.339 3.821 4.622
C -1.246 -6.035 -1.431
C 3.149 0.439 -6.049
C -0.996 3.463 3.513
C -3.056 2.297 -3.930
C -0.178 -2.966 -5.944
C -3.010 -1.177 3.387
C 2.712 2.588 -3.554
C 3.892 2.190 -1.409
C -3.547 -5.852 -2.582
C 1.948 4.371 3.795
C -1.674 -6.231 -5.106
C 3.414 4.032 3.417
C 1.481 -1.736 3.343
C 5.346 1.862 0.690
C 3.332 -0.094 3.197
C -0.200 -1.549 -5.318
C -1.930 3.760 1.276
C 1.298 4.815 -1.641
C -1.220 -0.103 -3.464
C -0.202 -0.255 4.416
C 3.580 4.607 -2.176
C -2.777 -0.727 -1.677
H -0.686 -5.126 1.165
H -4.800 -2.429 -1.166
H 4.835 2.301 -1.950
H -0.359 -0.116 -2.816
H -2.025 5.789 1.904
H -0.289 5.447 4.955
H 1.534 3.679 4.522
H 2.018 5.354 4.247
H -4.146 -6.898 -0.708
H 3.458 3.062 2.914
H -3.921 -2.532 0.326
H 3.184 2.135 0.705
H -0.791 -7.989 -3.075
H -2.150 1.963 2.445
H 4.508 4.744 5.188
H -1.050 2.880 -3.509
H -1.814 -8.367 -5.300
H 2.885 2.515 -6.388
H -1.514 -6.812 -0.761
H 3.919 3.053 5.265
H -2.404 -4.521 -0.703
H -4.362 1.062 -2.743
H -1.123 -3.244 -6.430
H 0.166 -3.665 -5.189
H 0.978 5.005 -2.670
H 2.941 -1.044 5.594
H -0.849 1.427 -1.601
H 2.867 5.627 -0.327
H 0.601 -3.055 -6.697
H -4.804 0.046 -1.159
H 0.987 3.723 1.856
H -2.980 -2.093 5.314
H 0.763 7.539 5.827
H 0.553 0.078 7.070
H -5.784 -5.160 -1.360
H 1.410 5.459 2.032
H 1.522 -2.056 5.978
H -4.376 -7.770 -2.154
H -1.022 -4.027 -1.709
H -3.282 -2.150 2.990
H 0.781 -1.539 2.518
H 4.292 3.553 -4.609
H -3.586 0.059 0.117
H -3.773 -5.980 -3.641
H 1.407 0.991 3.091
H -2.340 -5.711 -5.813
H 2.756 6.474 -1.761
H -3.948 -0.617 3.394
H -0.166 2.808 3.403
H 2.871 -1.592 1.701
H -1.258 3.162 0.641
H -1.005 0.679 -4.191
H 2.281 1.596 -3.452
H 6.206 2.418 0.336
H 5.410 2.075 1.748
H -3.877 0.103 -4.163
H 5.323 3.477 4.319
H -2.723 2.355 -4.948
H -0.382 -5.195 -3.564
H 2.824 0.328 -7.083
H 0.789 -1.524 -4.872
H 1.005 7.144 3.401
H -1.741 5.876 4.043
H -6.719 -6.839 0.025
H -0.694 -6.358 -5.511
H 0.504 -0.417 -0.850
H 3.543 4.934 -3.222
H -3.302 -7.724 -4.740
H -1.975 -4.402 -3.790
H 3.399 1.256 -1.535
H -5.421 -1.691 0.338
H -0.992 -3.437 0.894
H -7.913 -6.427 -1.124
H -1.207 -2.239 -3.603
H -2.387 -8.217 -2.454
H -0.995 7.911 5.629
H 4.106 -0.099 3.942
H 1.591 3.109 -0.402
H -0.233 -6.315 -1.684
H -0.628 -2.304 4.706
H -6.948 -8.011 -1.204
H 3.513 0.513 2.320
H -2.949 -0.360 5.274
H -1.839 -0.876 -1.093
H 0.496 -4.210 0.208
H 3.618 -2.228 3.192
H -3.070 3.390 3.036
H -6.103 -6.010 -2.856
H 4.537 1.964 -6.531
H 2.093 0.910 6.728
H -2.869 3.975 0.750
H 5.417 0.777 0.595
H -0.695 -1.408 6.100
H 1.944 3.243 -3.947
H -3.706 -4.834 -2.247
H 2.016 -0.081 9.058
H 4.691 1.920 -4.038
H 3.239 -0.759 8.043
H -0.609 7.789 3.113
H 2.240 1.122 4.709
H 4.048 3.556 0.330
H -2.996 -1.607 -2.300
H -3.935 2.937 -3.917
H -2.331 -1.392 -4.727
H -2.470 1.946 -1.080
H 0.246 9.013 5.039
H 1.836 -1.664 8.365
H -0.278 -0.788 -6.087
H -0.220 0.691 4.946
H 1.256 -2.653 3.867
H 0.846 2.653 -1.882
H -2.123 3.724 -2.481
H 2.307 0.216 -5.426
H -1.369 3.743 4.498
H 3.742 4.781 2.675
H -0.626 5.352 0.812
H 3.858 -0.335 -5.776
H 4.625 4.646 -1.839
H -0.451 -0.002 3.378
H 0.440 5.059 -1.002
H -2.271 -0.787 2.697
```

ΔE to the lowest compared entry with this formula, charge and spin (kJ/mol): 0.0
Charge: +3
Total energy (eV): -99773.6169
Max |F| (eV/Å): 2.849
HOMO level (eV): -14.9
Frontier orbital gap (eV): 9.658


2.
An isolated molecule of C28H30N2O5, computed with the ωB97M-V functional and the def2-TZVPD basis.

Geometry as XYZ:
```
65
C28H30N2O5 (the ωB97M-V functional and the def2-TZVPD basis)
O -6.298 -2.617 0.547
O -3.694 3.000 2.620
O -1.758 4.035 -0.196
O -1.242 2.008 -1.769
O 4.463 2.766 -0.224
N 3.647 0.687 -0.564
N -3.418 2.129 0.518
C 2.103 2.503 -0.281
C 5.061 -0.795 -1.908
C -0.482 3.531 -0.150
C -5.571 -1.469 0.472
C -4.202 0.177 -0.617
C 1.812 3.563 0.564
C 4.945 0.032 -0.627
C -5.504 -0.711 1.643
C 4.316 -2.117 -1.767
C 4.978 -2.954 -0.678
C -3.254 3.048 1.491
C 0.526 4.066 0.635
C -6.435 -3.418 -0.608
C -4.140 0.932 0.549
C 3.514 2.017 -0.346
C 5.320 -0.122 1.829
C -2.430 4.263 1.024
C 5.301 -2.875 1.801
C -4.801 0.472 1.687
C -0.189 2.467 -1.027
C -0.991 1.033 -2.752
C -7.316 -4.603 -0.246
C 5.153 -0.794 0.622
C 1.099 1.960 -1.080
C 5.472 -2.203 2.996
C -4.907 -1.012 -0.662
C 5.136 -2.185 0.605
C 5.480 -0.817 3.011
H -1.931 0.900 -3.286
H 5.971 -3.264 -1.020
H -6.022 -1.075 2.516
H -6.896 -2.838 -1.420
H -4.760 1.051 2.595
H 4.330 -2.661 -2.713
H -2.959 2.339 -0.366
H 4.667 -0.214 -2.744
H -3.694 0.529 -1.503
H -6.860 -5.171 0.561
H -8.289 -4.252 0.087
H 0.312 4.899 1.287
H 6.115 -0.997 -2.104
H -0.224 1.363 -3.459
H 5.327 0.958 1.826
H 4.401 -3.863 -0.492
H 2.604 3.992 1.156
H -1.757 4.547 1.837
H 5.294 -3.956 1.789
H 1.338 1.159 -1.763
H 5.597 -2.757 3.914
H -4.934 -1.568 -1.586
H -3.127 5.090 0.849
H 3.271 -1.934 -1.505
H 2.836 0.093 -0.503
H -7.445 -5.249 -1.110
H 5.612 -0.283 3.940
H -0.693 0.079 -2.304
H -5.449 -3.769 -0.945
H 5.671 0.853 -0.646
```

ΔE to the lowest compared entry with this formula, charge and spin (kJ/mol): 0.0
Charge: 0
Total energy (eV): -42741.5098
Max |F| (eV/Å): 0.586
HOMO level (eV): -7.9
Frontier orbital gap (eV): 8.283
SMILES: CCOc1ccc(NC(=O)COc2ccc(C(=O)N[C@@H]3CCCc4ccccc43)cc2OC)cc1


3.
A structure of composition C26H20Br3N4NaO2, computed with the ωB97M-V functional and the def2-TZVPD basis.

Geometry as XYZ:
```
56
C26H20Br3N4NaO2 (the ωB97M-V functional and the def2-TZVPD basis)
Br 3.307 -0.158 -0.790
Br 0.893 0.639 -8.058
Br -4.202 3.204 -2.742
Na 0.515 -1.535 -1.302
O -0.781 -2.777 -0.215
O -3.128 -3.588 -0.608
N 0.874 -0.926 0.953
N -0.348 -1.127 1.452
N -0.419 0.707 -1.729
N 0.689 -0.878 -3.668
C 3.957 0.816 1.739
C 1.369 -1.544 -4.596
C 3.519 0.192 4.130
C 4.328 2.712 4.958
C 3.923 1.129 3.180
C 4.342 2.388 3.611
C -1.156 1.253 -0.768
C -3.134 -0.683 1.578
C -2.643 -1.793 0.901
C -2.663 2.206 -2.324
C -3.540 -2.517 0.100
C -5.337 -1.029 0.705
C -4.462 -0.290 1.490
C 3.908 1.778 5.895
C 1.701 -0.196 1.602
C -0.789 0.902 -2.994
C 1.453 -1.156 -5.924
C -1.906 1.649 -3.344
C 2.996 0.184 1.059
C 0.079 0.714 -5.343
C -2.292 2.012 -1.009
C 0.032 0.223 -4.042
C -1.194 -2.294 0.962
C 3.510 0.516 5.479
C -4.877 -2.134 0.011
C 0.802 0.009 -6.289
H 1.890 -2.436 -4.269
H -1.107 -3.045 1.776
H -0.424 -0.935 2.448
H 4.836 1.145 1.197
H -5.526 -2.721 -0.626
H -6.378 -0.742 0.623
H 2.017 -1.743 -6.633
H -0.415 1.635 -5.611
H -2.467 -0.094 2.197
H -4.809 0.576 2.040
H 3.198 -0.223 6.205
H 3.232 -0.803 3.811
H 4.671 3.119 2.883
H 3.901 2.028 6.948
H -0.837 1.051 0.246
H 4.645 3.695 5.283
H -2.212 1.768 -4.373
H 1.462 0.212 2.585
H -2.872 2.409 -0.189
H -2.130 -3.504 -0.602
```

Charge: 0
Total energy (eV): -251886.4163
Max |F| (eV/Å): 0.491
HOMO level (eV): -7.6
Frontier orbital gap (eV): 7.103